(1)
C4H6CsFO4 | the ωB97M-V functional and the def2-TZVPD basis

Calculated values
* HOMO-LUMO gap: 0.169 Eh
* charge: 0
* highest occupied orbital energy: -5.497 eV
* spin multiplicity: 1

```
16
Properties=species:S:1:pos:R:3:nbo_charge:R:1
O 0.5356 1.4197 -0.6652 -0.480
O -2.2050 -0.6497 0.4604 -1.035
C 2.1132 0.0234 0.2914 0.436
H -2.8942 -2.5476 -0.2065 0.096
H -1.1703 -2.3276 -0.1568 0.103
F 1.8985 -1.3083 0.0505 -0.340
O -0.3524 2.0985 1.2651 -0.629
C -2.1142 -1.7694 -0.3380 -0.212
H 2.5446 1.6775 -1.0752 0.193
O 1.1580 0.4551 1.2162 -0.486
Cs -4.3006 1.9496 2.0378 0.981
C 1.8185 0.8667 -0.9462 -0.129
C 0.2210 1.2347 0.6167 1.025
H -2.1131 -1.5021 -1.4181 0.095
H 1.7440 0.2503 -1.8480 0.221
H 3.1162 0.1294 0.7158 0.162
```

=====

(2)
C4H6CsFO4 | the ωB97M-V functional and the def2-TZVPD basis

Calculated values
* HOMO-LUMO gap: 0.185 Eh
* charge: 0
* highest occupied orbital energy: -5.652 eV
* spin multiplicity: 1

```
16
Properties=species:S:1:pos:R:3:lowdin_charge:R:1
O 3.0176 -0.2814 -0.4644 0.138
F 3.6338 1.8153 0.0552 0.060
H 2.6752 1.1930 2.2097 0.150
C -2.0045 1.5643 1.7132 -0.469
O -1.3395 1.3838 0.5283 -0.542
H 4.8036 0.2356 0.3877 0.168
Cs -1.9618 -0.4811 -2.1260 0.915
C 3.7444 0.5073 0.4372 -0.294
O 1.1775 -1.5651 -0.4250 0.111
H -2.3205 0.6059 2.1959 0.034
H -1.3940 2.0877 2.4897 0.037
O 1.9466 -0.5778 1.4358 0.101
C 3.0520 0.2597 1.7783 -0.026
H -2.9347 2.1762 1.6244 0.035
H 3.6905 -0.2748 2.4881 0.139
C 1.9253 -0.8008 0.1333 -0.556
```

=====

Which structure is most stable? (2), by 0.891 eV over the runner-up.